<a>
The following is a DFT calculation (ωB97M-V/def2-TZVPD) of an isolated ion of composition C8H9ClN3 and charge +1.

HOMO energy (alpha / beta) in eV: -13.9 / -13.9
Charge: +1
Multiplicity: 1
SMILES: C[C@@H](Cl)C1=N[C@H]2C=CC=NC2=[NH+]1
HOMO-LUMO gap (alpha / beta) in eV: 7.92 / 7.92

Last column: Löwdin charge in e.
Cartesian coordinates (Å):
C 3.2305 -1.3427 -0.2708  -0.13
C 2.4998 -0.2378 0.4803  -0.64
Cl 3.4217 1.2694 0.1492  0.67
C 1.0691 -0.0329 0.0859  -0.27
N 0.1540 -1.1173 -0.0711  0.17
C -1.1429 -0.5446 -0.3835  -0.24
C -2.3584 -0.6835 0.5247  0.08
C -3.2126 0.3727 0.6301  -0.02
C -2.9689 1.5975 -0.0580  -0.03
N -1.7799 1.9010 -0.4774  0.17
C -0.8674 0.9241 -0.4925  -0.16
N 0.4332 1.0931 -0.1457  0.18
H 4.3289 -1.2318 -0.0516  0.10
H 2.8833 -1.3156 -1.3139  0.09
H 2.8542 -2.2850 0.0445  0.07
H 2.7024 -0.5284 1.5903  0.16
H -1.5404 -0.9111 -1.3399  0.20
H -2.8669 -1.7151 0.5753  0.17
H -4.0927 0.4436 1.1408  0.09
H -3.7135 2.4129 -0.1827  0.16
H 0.9666 1.9316 -0.4341  0.17



<b>
The following is a DFT calculation (ωB97M-V/def2-TZVPD) of an isolated ion of composition C8H9ClN3 and charge +1.

HOMO energy in eV: -11.7
Charge: +1
Multiplicity: 1
HOMO-LUMO gap in eV: 6.46

Last column: Löwdin charge in e.
Cartesian coordinates (Å):
C 0.1119 0.7698 1.6500  0.01
C -0.0866 -2.0442 -1.1066  -0.14
C -0.8259 -1.0105 -0.6405  -0.12
C 1.7638 -0.5239 0.5826  0.01
C -0.7212 0.9296 0.5851  -0.23
C 2.1421 -1.1922 -0.4626  -0.66
C 0.4390 0.7986 -1.5312  0.13
C -1.9872 1.6044 0.6132  -0.04
N 1.2416 -2.1782 -1.0595  0.05
N 1.1480 -0.1640 1.6503  0.13
N -0.4276 0.3019 -0.7249  -0.11
Cl 3.6833 -0.8244 -1.2652  0.72
H -0.2078 1.0158 2.6887  0.16
H -0.5885 -3.0417 -1.4287  0.16
H -1.7119 -1.2053 -0.1706  0.10
H 1.0331 1.6499 -1.4982  0.10
H 0.6655 0.1572 -2.4436  0.15
H -2.2665 2.0344 1.5970  0.10
H -2.8238 0.8543 0.3357  0.14
H -1.9945 2.6555 0.1033  0.14
H 1.4133 -0.5869 2.5258  0.19



Which is most stable, and by how much? <a>, by 0.1449 hartree.